Below is C11H14I2InN2S5SbSe4 as an isolated structure in a non-equilibrium geometry, with properties calculated with the ωB97M-V functional and the def2-TZVPD basis.

```
40
Properties=species:S:1:pos:R:3:nbo_charge:R:1
In -0.26 0.03 0.70 0.400
S -1.20 2.42 1.64 -0.306
C -2.68 1.73 1.15 -0.215
S -2.93 0.03 1.21 -0.345
C -3.73 2.56 0.73 -0.554
C -5.01 2.08 0.46 0.329
N -6.09 1.75 0.22 -0.418
C -3.58 3.94 0.56 0.335
N -3.53 5.07 0.36 -0.413
I 2.48 -0.15 2.74 0.189
C 1.27 -1.80 3.47 -0.707
I 0.18 -3.07 2.06 0.161
H 0.53 -1.37 4.14 0.217
H 1.95 -2.45 4.01 0.213
C -3.60 1.72 -2.80 -0.529
C -2.22 2.30 -3.00 -0.535
S -0.93 1.63 -1.89 0.223
C 0.11 0.68 -3.03 -0.540
C -0.49 -0.63 -3.50 -0.565
S -0.83 -1.78 -2.12 0.207
C -2.59 -2.18 -2.40 -0.527
C -3.58 -1.07 -2.09 -0.554
S -3.85 0.06 -3.51 0.130
H -4.33 2.35 -3.31 0.220
H -3.87 1.66 -1.75 0.247
H -2.25 3.37 -2.77 0.232
H -1.87 2.15 -4.02 0.216
H 1.02 0.50 -2.46 0.235
H 0.35 1.32 -3.88 0.232
H 0.22 -1.13 -4.18 0.249
H -1.43 -0.47 -4.02 0.237
H -2.77 -3.02 -1.72 0.221
H -2.69 -2.52 -3.43 0.209
H -3.27 -0.47 -1.23 0.275
H -4.55 -1.51 -1.87 0.212
Se 5.24 -1.66 -2.20 -0.353
Sb 4.02 0.13 -3.61 1.023
Se 3.20 -0.78 -1.37 -0.284
Se 2.90 -0.76 -5.57 -0.697
Se 5.10 2.30 -3.63 -0.671
```

Values from the calculation:
max |F|: 1.054 eV/Å
E_LUMO: 3.187 eV
net charge: -2
Kohn-Sham gap: 5.365 eV
HOMO: -2.18 eV



Below is an isolated molecule of C21H24FN5O2 in a non-equilibrium geometry, with properties calculated with the ωB97M-V functional and the def2-TZVPD basis.

```
53
Properties=species:S:1:pos:R:3:nbo_charge:R:1
C -7.32 -0.17 -2.48 -0.252
H -6.86 -0.99 -3.05 0.175
O -7.07 -0.29 -1.10 -0.492
C -5.78 -0.27 -0.67 0.305
C -4.66 -0.14 -1.48 -0.293
C -3.40 -0.13 -0.92 -0.219
C -3.21 -0.26 0.44 0.001
C -4.33 -0.37 1.25 -0.212
C -5.60 -0.38 0.71 -0.253
H -6.47 -0.46 1.34 0.224
H -4.22 -0.43 2.32 0.222
C -1.81 -0.24 1.06 0.215
C -1.22 1.17 0.94 -0.426
C 0.23 1.20 1.44 -0.233
N 1.10 0.23 0.78 -0.453
C 1.45 0.59 -0.58 -0.277
C 2.28 1.82 -0.59 0.331
N 2.12 2.89 -1.34 -0.303
N 3.09 3.72 -1.03 -0.069
N 3.84 3.24 -0.13 -0.071
N 3.37 2.03 0.19 -0.189
C 3.99 1.17 1.15 -0.237
C 4.68 0.02 0.46 -0.070
C 4.34 -1.29 0.75 -0.183
C 4.96 -2.34 0.09 -0.281
C 5.91 -2.05 -0.87 0.397
C 6.26 -0.75 -1.18 -0.272
C 5.64 0.29 -0.51 -0.176
H 5.90 1.31 -0.74 0.229
H 7.01 -0.56 -1.94 0.234
F 6.51 -3.07 -1.52 -0.321
H 4.71 -3.37 0.31 0.232
H 3.59 -1.49 1.50 0.221
H 3.22 0.80 1.83 0.246
H 4.72 1.78 1.70 0.238
H 2.04 -0.23 -1.00 0.229
H 0.59 0.78 -1.24 0.204
C 0.55 -1.11 0.91 -0.221
C -0.87 -1.24 0.35 -0.434
H -0.87 -1.06 -0.72 0.206
H -1.24 -2.26 0.51 0.212
H 1.22 -1.81 0.41 0.200
H 0.53 -1.34 1.98 0.207
H 0.64 2.20 1.30 0.208
H 0.23 0.96 2.51 0.212
H -1.28 1.51 -0.10 0.210
H -1.82 1.85 1.55 0.230
O -1.85 -0.54 2.44 -0.725
H -2.20 -1.44 2.55 0.469
H -2.55 -0.02 -1.59 0.208
H -4.76 -0.04 -2.55 0.218
H -6.95 0.79 -2.87 0.176
H -8.40 -0.21 -2.59 0.201
```

Values from the calculation:
max |F|: 1.455 eV/Å
E_LUMO: 0.522 eV
SMILES string: COc1ccc(C2(O)CCN(Cc3nnnn3Cc3ccc(F)cc3)CC2)cc1
relative energy (zero: lowest compared OMol25 entry of this formula, charge and spin): 86.4 kJ/mol
Kohn-Sham gap: 9.083 eV
HOMO: -8.56 eV



Below is C5H12O2 as an isolated structure in a non-equilibrium geometry, with properties calculated with the ωB97M-V functional and the def2-TZVPD basis.

```
19
Properties=species:S:1:pos:R:3:nbo_charge:R:1
C -1.33 1.84 -1.19 -0.669
C -1.41 0.96 0.02 -0.142
C -0.29 0.25 0.55 -0.018
O -0.46 -0.19 1.84 -0.709
C 0.62 -0.53 -0.31 -0.265
C 1.89 -1.09 0.25 -0.130
O 1.57 -1.96 1.35 -0.742
H -2.07 1.55 -1.94 0.227
H -1.53 2.89 -0.93 0.220
H -0.34 1.79 -1.66 0.207
H -1.80 -0.95 -0.80 -0.014
H -2.25 1.08 0.70 0.216
H 0.50 1.08 0.44 0.270
H 0.07 -1.01 1.93 0.503
H 0.64 -0.24 -1.36 0.211
H -1.17 -1.42 -0.86 0.005
H 2.60 -0.33 0.60 0.166
H 2.39 -1.66 -0.54 0.185
H 2.35 -2.05 1.91 0.478
```

Values from the calculation:
max |F|: 1.188 eV/Å
E_LUMO (spin up / spin down): 0.255 / 0.561 eV
relative energy (zero: lowest compared OMol25 entry of this formula, charge and spin): 553.6 kJ/mol
Kohn-Sham gap (spin up / spin down): 7.600 / 8.011 eV
HOMO (spin up / spin down): -7.35 / -7.45 eV



Below is a 2-piece molecular cluster, C12H22N4O4Si overall in a non-equilibrium geometry, with properties calculated with the ωB97M-V functional and the def2-TZVPD basis.

```
43
Properties=species:S:1:pos:R:3:nbo_charge:R:1
C -1.68 -2.93 3.10 -1.120
Si -1.52 -2.37 1.28 1.574
C -2.97 -1.30 0.65 -1.143
C -1.43 -3.91 0.10 -1.119
C 0.12 -1.34 1.07 -0.053
N 1.21 -2.07 0.61 -0.284
N 2.31 -1.35 0.43 -0.317
C 2.17 0.00 0.72 0.321
C 3.49 0.89 0.44 -0.445
C 3.21 2.14 -0.52 -0.413
C 3.20 1.79 -2.09 -0.418
C 2.13 0.67 -2.50 -0.113
O 1.79 0.66 -3.92 -0.569
C 0.83 -0.41 -4.04 0.640
O 1.21 -1.60 -4.22 -0.555
N 1.09 0.72 1.21 -0.246
N -0.01 0.00 1.40 -0.225
H -2.77 -3.15 3.36 0.234
H -1.01 -3.86 3.24 0.222
H -1.23 -2.08 3.75 0.252
H -3.25 -0.52 1.45 0.315
H -3.91 -1.92 0.42 0.209
H -2.72 -0.68 -0.29 0.265
H -0.49 -3.86 -0.56 0.254
H -2.33 -3.99 -0.59 0.226
H -1.38 -4.88 0.72 0.211
H 4.31 0.26 -0.08 0.203
H 3.92 1.21 1.45 0.217
H 4.10 2.87 -0.37 0.192
H 2.28 2.75 -0.19 0.269
H 4.26 1.51 -2.46 0.188
H 2.90 2.75 -2.65 0.216
H 2.56 -0.36 -2.21 0.202
H 1.16 0.91 -1.92 0.207
H -0.31 -0.23 -3.93 0.158
O -1.23 3.99 0.57 -0.868
C -1.86 2.88 0.99 -0.033
C -3.45 3.04 0.81 -0.027
O -4.08 1.94 1.24 -0.927
H -1.71 2.59 2.05 0.077
H -1.61 1.93 0.46 0.090
H -3.59 3.32 -0.26 0.064
H -3.70 4.00 1.31 0.068
```

Values from the calculation:
max |F|: 5.035 eV/Å
E_LUMO: 4.685 eV
net charge: -2
relative energy (zero: lowest compared OMol25 entry of this formula, charge and spin): 222.3 kJ/mol
Kohn-Sham gap: 2.952 eV
HOMO: 1.73 eV



Below is C17H19B2CeF4N5O5S5 as an isolated structure in a non-equilibrium geometry, with properties calculated with the ωB97M-V functional and the def2-TZVPD basis.

```
58
Properties=species:S:1:pos:R:3:mulliken_charge:R:1
Ce -0.36 0.15 0.23 -0.084
C 3.40 -1.89 -1.58 -1.843
C 2.09 -1.20 -1.49 0.616
N 1.73 -0.31 -0.63 0.631
O 2.46 -0.09 0.53 -0.502
B 2.32 -1.22 1.55 0.729
F 1.86 -2.35 0.85 -0.417
F 3.50 -1.42 2.17 -0.247
O 1.27 -0.88 2.57 -0.556
N 0.01 -1.20 2.05 0.637
C -0.54 -2.32 2.31 0.723
C -0.09 -3.34 3.29 -1.838
C -1.74 -2.56 1.47 0.685
N -1.59 -2.10 0.28 0.195
O -2.63 -2.31 -0.63 -0.333
B -2.44 -2.06 -1.95 0.822
F -2.08 0.65 -0.79 -0.414
F -3.48 -2.30 -2.71 -0.191
O -1.30 -1.71 -2.62 -0.625
N -0.17 -1.33 -1.90 0.750
C 0.98 -1.57 -2.41 0.386
C 1.23 -2.32 -3.67 -1.599
C -2.92 -3.32 1.95 -1.655
H 4.03 -1.57 -0.75 0.341
H 3.88 -1.63 -2.52 0.539
H 3.29 -2.97 -1.55 0.368
H 0.84 -3.02 3.75 0.407
H 0.06 -4.30 2.80 0.367
H -0.85 -3.48 4.06 0.480
H 0.32 -2.39 -4.25 0.435
H 1.57 -3.33 -3.43 0.366
H 2.01 -1.85 -4.26 0.421
H -3.23 -2.96 2.93 0.418
H -2.67 -4.38 2.04 0.375
H -3.74 -3.22 1.25 0.442
S -3.55 4.46 -5.40 -0.007
C -2.78 3.96 -4.07 0.111
S -3.40 4.17 -2.44 0.038
C -2.06 3.47 -1.58 0.200
C -0.99 2.96 -2.41 0.442
S 0.40 2.27 -1.84 -0.299
S -1.21 3.16 -4.12 0.090
S -2.01 3.47 0.06 -0.130
O -2.21 0.57 1.94 -0.417
C -1.86 1.29 3.11 -0.986
C -0.58 2.10 2.96 1.062
C -0.15 2.91 4.01 -0.997
C 1.03 3.62 3.87 -0.439
C 1.73 3.50 2.68 -1.132
C 1.23 2.68 1.69 -0.011
N 0.10 1.98 1.82 0.523
H -2.64 1.17 1.31 0.297
H -1.70 0.55 3.90 0.338
H -2.68 1.96 3.42 0.559
H -0.73 2.95 4.92 0.543
H 1.39 4.25 4.67 0.479
H 2.66 4.04 2.53 0.487
H 1.76 2.58 0.74 0.423
```

Values from the calculation:
max |F|: 2.225 eV/Å
E_LUMO: -8.308 eV
net charge: +2
relative energy (zero: lowest compared OMol25 entry of this formula, charge and spin): 68.5 kJ/mol
Kohn-Sham gap: 5.855 eV
HOMO: -14.16 eV



Below is C27H20F9N7O3PRu as an isolated structure, with properties calculated with the ωB97M-V functional and the def2-TZVPD basis.

```
68
Properties=species:S:1:pos:R:3:lowdin_spin:R:1
Ru 0.45 0.24 0.33 2.448
O -1.29 -0.38 1.78 0.317
C -1.34 -0.90 2.92 0.114
C -2.56 -1.58 3.30 0.118
C -2.66 -2.24 4.48 0.009
C -1.57 -2.24 5.37 0.212
C -0.40 -1.55 5.07 -0.018
C -0.24 -0.88 3.87 0.164
C 0.97 -0.13 3.59 0.000
N 1.19 0.75 2.61 0.111
C 2.43 1.28 2.84 0.034
C 2.98 0.71 3.95 0.058
N 2.05 -0.17 4.42 0.030
H -3.37 -1.55 2.58 0.004
H -3.57 -2.76 4.75 -0.003
H -1.64 -2.77 6.31 0.011
H 0.38 -1.54 5.81 -0.004
H 2.87 1.99 2.17 0.001
H 3.93 0.85 4.43 0.003
H 2.19 -0.79 5.20 0.001
O 2.28 1.16 0.07 0.094
N 2.83 1.20 -1.10 0.003
N 2.05 0.93 -2.05 0.007
O 0.79 0.65 -1.84 0.165
C 2.56 0.90 -3.40 0.005
C 3.89 1.24 -3.63 0.000
C 4.35 1.18 -4.93 0.000
C 3.51 0.79 -5.96 0.000
C 2.19 0.45 -5.70 0.000
C 1.70 0.50 -4.41 0.000
H 4.53 1.53 -2.81 0.000
H 5.38 1.44 -5.13 0.000
H 3.89 0.75 -6.98 0.000
H 1.54 0.14 -6.51 0.000
H 0.68 0.23 -4.18 0.000
N -4.86 3.49 1.58 -0.001
C -3.76 3.48 1.26 0.000
C -2.38 3.45 0.86 0.000
C -1.67 4.61 0.58 0.004
C -0.35 4.50 0.19 -0.001
C 0.22 3.24 0.10 0.001
N -0.46 2.12 0.40 -0.008
C -1.74 2.22 0.77 0.006
H -2.16 5.58 0.65 0.000
H 0.24 5.37 -0.04 0.000
H 1.25 3.10 -0.20 -0.001
H -2.25 1.30 0.99 0.000
F 1.73 -1.41 -0.49 0.011
P 2.22 -2.55 0.69 0.001
F 1.26 -3.61 -0.05 0.001
F 3.45 -2.95 -0.20 0.001
F 0.85 -1.96 1.49 0.034
F 3.04 -1.38 1.41 0.001
F 2.51 -3.56 1.87 0.001
F -5.20 -1.78 -3.57 0.000
C -4.28 -2.64 -3.13 0.000
F -3.74 -3.24 -4.20 0.000
F -4.90 -3.58 -2.41 0.000
C -3.21 -1.95 -2.32 0.001
C -2.36 -2.70 -1.53 0.001
C -1.39 -2.05 -0.79 0.006
N -1.24 -0.72 -0.83 0.050
C -2.05 0.00 -1.61 0.005
C -3.05 -0.57 -2.37 0.001
H -2.44 -3.78 -1.47 0.000
H -0.71 -2.60 -0.16 0.000
H -1.87 1.06 -1.64 0.000
H -3.69 0.05 -2.98 0.000
```

Values from the calculation:
max |F|: 0.669 eV/Å
E_LUMO (spin up / spin down): -3.873 / -5.668 eV
net charge: +1
relative energy (zero: lowest compared OMol25 entry of this formula, charge and spin): 77.7 kJ/mol
⟨S²⟩: 6.06
multiplicity: 5
Kohn-Sham gap (spin up / spin down): 7.530 / 5.783 eV
HOMO (spin up / spin down): -11.40 / -11.45 eV